# 1
Density functional theory data (ωB97M-V with the def2-TZVPD basis set) for 11 unconnected molecules or ions with the total composition C3H29N2O11 in a non-equilibrium geometry.

CARTESIAN COORDINATES (ANGSTROEM)
N  -0.08  -0.42  -1.48
C  -0.86  0.85  -1.53
C  -2.27  0.64  -1.04
N  -2.89  1.59  -0.34
C  -2.33  2.67  0.43
O  -2.75  -0.50  -1.18
H  0.86  -0.25  -1.01
H  0.12  -0.79  -2.41
H  -0.71  -1.13  -1.06
H  -0.31  1.55  -0.90
H  -0.87  1.26  -2.54
H  -3.91  1.40  -0.14
H  -1.88  2.43  1.39
H  -3.04  3.50  0.42
H  -1.46  3.12  -0.13
H  2.93  2.31  1.79
H  1.76  1.80  2.49
O  1.98  2.52  1.85
H  -1.78  -2.30  1.60
H  -2.73  -3.19  0.83
O  -1.78  -3.03  0.95
H  1.76  1.41  0.65
H  2.45  0.99  -0.82
O  1.80  0.76  -0.09
H  2.99  -2.91  1.76
H  3.45  -1.51  1.30
O  2.66  -2.05  1.43
H  -0.35  -0.36  2.58
H  -1.43  -0.76  3.51
O  -1.18  -0.90  2.59
H  -5.41  0.15  -0.76
H  -4.40  -0.49  -0.02
O  -5.14  0.12  0.18
H  2.57  -1.02  -4.19
H  2.88  -1.50  -2.86
O  2.46  -0.74  -3.27
H  3.46  2.40  -1.92
H  3.13  1.08  -2.61
O  3.65  1.45  -1.88
H  1.14  -2.92  -0.38
H  -0.10  -3.75  -0.42
O  0.24  -2.89  -0.71
H  2.05  -0.34  3.37
H  1.80  -0.32  1.86
O  1.50  0.07  2.70

ΔE to the lowest compared entry with this formula, charge and spin: 7.7 kcal/mol
Kohn-Sham gap: 9.840 eV
E: -1068.65832 Ha
net charge: +1
HOMO: -12.631 eV
E_LUMO: -0.1026 Ha



# 2
Density functional theory data (ωB97M-V with the def2-TZVPD basis set) for 2 unconnected molecules or ions with the total composition C3H11N2 in a non-equilibrium geometry.

CARTESIAN COORDINATES (ANGSTROEM)
C  -0.95  2.83  0.64
N  -0.29  1.49  0.64
H  -0.52  3.44  -0.15
H  -2.04  2.72  0.56
H  -0.77  3.35  1.58
H  -0.89  0.66  0.81
H  0.38  1.35  1.41
H  0.20  1.33  -0.24
C  -0.38  -1.53  0.41
C  0.27  -1.40  -0.76
N  1.43  -2.04  -1.08
H  -0.14  -2.26  1.19
H  -1.42  -1.28  0.58
H  -0.12  -0.80  -1.57
H  1.90  -1.95  -1.96
H  1.75  -2.78  -0.48

ΔE to the lowest compared entry with this formula, charge and spin: 32.0 kcal/mol
Kohn-Sham gap: 8.710 eV
E: -230.13142 Ha
net charge: +1
HOMO: -12.167 eV
E_LUMO: -0.1271 Ha



# 3
Density functional theory data (ωB97M-V with the def2-TZVPD basis set) for a molecular structure, C16H25N3OP2Pm in a non-equilibrium geometry.

CARTESIAN COORDINATES (ANGSTROEM)
Pm  -0.04  -0.02  0.07
P  0.85  2.11  0.24
P  1.75  -1.45  0.45
N  -1.62  0.92  -0.81
N  -0.90  -1.65  -0.78
H  -3.43  0.39  -1.66
H  -2.86  -2.18  -1.27
H  -3.15  -0.17  0.02
C  -2.69  -0.03  -0.97
H  -1.97  -1.32  -2.56
C  -2.13  -1.37  -1.46
H  -2.43  2.53  -1.67
H  -0.83  -3.67  -1.04
C  -1.56  2.13  -1.16
C  -0.29  -2.82  -0.65
H  -0.69  3.94  -0.42
C  -0.38  3.00  -0.89
H  0.15  3.23  -1.82
H  2.89  -1.14  -0.28
H  2.24  -1.57  1.73
H  2.09  2.37  -0.27
H  0.79  2.85  1.40
O  1.06  0.49  -1.69
C  0.67  0.11  -2.96
C  1.01  1.27  -3.90
C  1.40  -1.18  -3.35
H  -0.42  -0.07  -3.03
H  0.41  2.16  -3.67
H  2.08  1.53  -3.79
H  0.83  0.99  -4.95
H  1.21  -1.98  -2.63
H  1.09  -1.52  -4.35
H  2.49  -0.99  -3.37
C  0.97  -2.96  -0.07
H  1.44  -3.93  0.05
N  -0.87  -0.21  2.15
C  -0.87  -0.16  3.37
C  -0.73  -0.18  4.75
C  -1.82  0.00  5.62
C  -1.62  0.02  7.00
C  -0.33  -0.13  7.52
C  0.75  -0.31  6.67
C  0.56  -0.33  5.29
H  -2.82  0.14  5.21
H  -2.46  0.17  7.67
H  -0.18  -0.11  8.60
H  1.76  -0.42  7.08
H  1.42  -0.45  4.63

Kohn-Sham gap (spin up / spin down): 7.874 / 5.443 eV
E: -2154.35947 Ha
net charge: +2
spin multiplicity: 6
HOMO (spin up / spin down): -14.410 / -14.645 eV
E_LUMO (spin up / spin down): -0.2402 / -0.3382 Ha



# 4
Density functional theory data (ωB97M-V with the def2-TZVPD basis set) for C4H5N3 in the gas phase in a non-equilibrium geometry.

CARTESIAN COORDINATES (ANGSTROEM)
C  0.90  -1.25  0.44
N  1.58  -0.67  -0.49
N  1.11  0.50  -0.93
C  0.02  0.73  -0.22
C  -0.34  -0.45  0.61
C  -1.73  0.06  0.82
N  -1.35  1.08  -0.38
H  1.16  -2.26  0.69
H  2.64  -0.66  -0.42
H  -2.54  -0.68  0.55
H  -2.25  0.81  1.73
H  -1.48  1.92  0.19

ΔE to the lowest compared entry with this formula, charge and spin: 128.8 kcal/mol
Kohn-Sham gap: 9.581 eV
E: -319.50696 Ha
HOMO: -8.692 eV
structure (SMILES): c1[nH]nc2c1CN2
E_LUMO: 0.0327 Ha



Among the records above, which one has the highest E?
C3H11N2



Repeat the fourth record exactly.
Density functional theory data (ωB97M-V with the def2-TZVPD basis set) for C4H5N3 in the gas phase in a non-equilibrium geometry.

CARTESIAN COORDINATES (ANGSTROEM)
C  0.90  -1.25  0.44
N  1.58  -0.67  -0.49
N  1.11  0.50  -0.93
C  0.02  0.73  -0.22
C  -0.34  -0.45  0.61
C  -1.73  0.06  0.82
N  -1.35  1.08  -0.38
H  1.16  -2.26  0.69
H  2.64  -0.66  -0.42
H  -2.54  -0.68  0.55
H  -2.25  0.81  1.73
H  -1.48  1.92  0.19

ΔE to the lowest compared entry with this formula, charge and spin: 128.8 kcal/mol
Kohn-Sham gap: 9.581 eV
E: -319.50696 Ha
HOMO: -8.692 eV
structure (SMILES): c1[nH]nc2c1CN2
E_LUMO: 0.0327 Ha